Record 1
Molecular formula: C44H64F8NO27P2
Method: DFT, ωB97M-V with the def2-TZVPD basis set

XYZ file:
```
146
Properties=species:S:1:pos:R:3
C 3.0013 2.8587 4.0567
C 2.5477 2.4301 3.0208
P 1.8887 1.8863 1.3092
C 3.6905 1.7659 0.6694
C 3.8990 0.4212 -0.0258
P 5.2246 -0.5841 0.7059
O 6.0899 0.1011 1.6943
O 6.1907 -1.1273 -0.4902
C 5.5250 -1.9567 -1.4576
C 6.1507 -1.8145 -2.8489
O 4.4681 -1.8442 1.3757
C 5.3212 -2.9655 1.7385
C 4.7888 -3.5248 3.0504
O 1.7887 3.5286 0.7694
C 0.6164 4.2272 1.1680
C 0.9794 5.0634 2.4517
C 0.1174 4.8830 3.6693
O 0.2772 4.2262 4.6359
F -1.0070 5.6788 3.6103
C -0.4279 3.1133 1.3004
C -1.7773 3.4436 1.9480
C -2.9698 2.6466 1.4410
C -4.1729 2.7854 2.4074
C -5.5113 2.7700 1.6412
C -5.7221 1.5449 0.7291
C -6.8686 0.6117 1.1885
C -7.4535 -0.2127 0.0246
C -8.8433 -0.7551 0.3788
C -9.2094 -2.0481 -0.3745
C -8.7275 -3.2984 0.3719
C -9.5344 -3.5817 1.6383
O -9.5403 -4.9845 1.9192
C -8.8428 -5.3147 3.0982
C -0.7683 2.6824 -0.2052
O -0.9666 1.5549 -0.5349
N -0.8267 3.6951 -1.2635
C -1.8015 4.6687 -1.1418
O -1.8425 5.5606 -0.3642
F -2.7828 4.5170 -2.0727
O 0.2210 2.0242 1.8393
H 3.3046 3.2394 5.0023
H 1.8856 0.5414 1.8270
H 1.5003 1.3168 0.0369
H 3.8950 2.5661 -0.0430
H 4.3764 1.9118 1.5007
H 4.1540 0.5184 -1.0849
H 2.9884 -0.1932 -0.0002
H 4.4596 -1.7144 -1.5234
H 5.5761 -2.9934 -1.1264
H 6.2621 -2.8067 -3.2786
H 5.4673 -1.2597 -3.4926
H 7.1066 -1.2994 -2.7807
H 6.3493 -2.6165 1.8420
H 5.2479 -3.6948 0.9284
H 5.1860 -2.9322 3.8733
H 5.0213 -4.5820 3.1692
H 3.7054 -3.4065 3.0684
H 0.4578 4.9550 0.3794
H 2.0061 4.8546 2.7309
H 0.9136 6.1253 2.2022
H -1.6759 3.2291 3.0173
H -1.9498 4.5168 1.8806
H -2.7327 1.5909 1.3228
H -3.3245 3.0078 0.4690
H -4.1505 2.0101 3.1737
H -4.1007 3.7744 2.8680
H -6.3493 2.9006 2.3297
H -5.4979 3.6693 1.0171
H -4.8223 0.9320 0.6622
H -5.9325 1.8949 -0.2842
H -7.6415 1.2003 1.6846
H -6.4321 -0.1085 1.8839
H -7.4537 0.3585 -0.9050
H -6.7803 -1.0621 -0.1337
H -9.5940 0.0245 0.2343
H -8.8377 -0.9814 1.4493
H -10.2981 -2.0968 -0.4814
H -8.7955 -2.0319 -1.3845
H -7.6852 -3.1333 0.6629
H -8.7735 -4.1576 -0.2961
H -9.1005 -3.0719 2.5013
H -10.5702 -3.2503 1.5211
H -9.3307 -4.9161 3.9956
H -8.8112 -6.3999 3.1776
H -7.8154 -4.9341 3.0671
H -0.8361 3.2376 -2.1671
C -4.6101 5.5943 -5.6927
C -5.1875 5.0759 -4.3958
O -5.6680 3.7927 -4.7715
C -4.9122 3.3582 -5.8118
O -4.8837 2.2469 -6.2211
O -4.1896 4.3834 -6.3327
F -6.2271 5.8305 -3.9668
H -5.3723 6.0817 -6.3024
H -3.7703 6.2695 -5.5531
H -4.4670 4.9674 -3.5860
C 9.2451 0.0530 1.0553
C 9.5186 -0.5886 2.3895
O 10.9354 -0.5005 2.4870
C 11.3298 0.5746 1.7481
O 12.4071 1.0703 1.8069
O 10.3249 0.9979 0.9527
F 9.1578 -1.8964 2.4204
H 9.3204 -0.6675 0.2395
H 8.2738 0.5411 1.0157
H 9.0642 -0.0763 3.2376
C -3.6529 3.4783 -9.3801
C -4.5582 4.2487 -10.3096
O -3.6404 4.9908 -11.0894
C -2.4700 4.2848 -11.1274
O -1.5848 4.4942 -11.8843
O -2.4778 3.3124 -10.1868
F -5.3713 5.1069 -9.6395
H -3.4076 4.0543 -8.4921
H -4.0564 2.5148 -9.0798
H -5.1688 3.6298 -10.9692
C 2.7876 -5.8544 -1.4389
C 3.1786 -7.0418 -2.2879
O 4.1080 -6.4753 -3.2018
C 4.6803 -5.4095 -2.5814
O 5.6742 -4.8673 -2.9424
O 3.9783 -5.0630 -1.4837
F 2.1293 -7.5500 -2.9785
H 1.9636 -5.2986 -1.8883
H 2.5386 -6.1143 -0.4137
H 3.6668 -7.8478 -1.7386
C 0.2459 0.8043 5.8996
C 0.5081 0.7405 7.3838
O 0.3418 -0.6369 7.6710
C 0.6355 -1.3281 6.5285
O 0.8265 -2.4980 6.4876
O 0.6836 -0.4933 5.4713
F -0.3963 1.4540 8.1045
H -0.8176 0.9162 5.6848
H 0.8050 1.5935 5.3989
H 1.5126 1.0486 7.6777
C 7.5786 -6.4746 -0.4884
C 8.1819 -6.8622 0.8426
O 7.1211 -6.6007 1.7476
C 5.9545 -6.7290 1.0627
O 4.8795 -6.8183 1.5526
O 6.1915 -6.7596 -0.2711
F 9.2463 -6.0951 1.1666
H 7.7044 -5.4099 -0.6902
H 7.9625 -7.0494 -1.3267
H 8.4672 -7.9130 0.9223
```

Charge = -1
Gap between HOMO and LUMO = 7.43 eV
Strongest force on any atom = 1.9 eV/Å
LUMO level = 1.6 eV
Molecular weight = 1252.91 g/mol

Mulliken population analysis, charges in e, atoms 1 to 8: atom 1 (C): -0.19, atom 2 (C): -1.06, atom 3 (P): 0.98, atom 4 (C): -1.46, atom 5 (C): -0.63, atom 6 (P): 1.29, atom 7 (O): -0.89, atom 8 (O): -0.25


Record 2
Molecular formula: C23H41BNO4P2Tl
Method: DFT, ωB97M-V with the def2-TZVPD basis set

XYZ file:
```
73
Properties=species:S:1:pos:R:3
C -0.9353 2.4403 -3.7858
C -0.9623 1.4532 -2.7882
N 0.1360 1.1587 -2.0917
C 1.2988 1.7345 -2.3965
C 1.4037 2.7242 -3.3841
C 0.2611 3.0725 -4.0872
C -2.1818 0.5719 -2.6548
P -2.2851 -0.4310 -1.1171
Tl -0.0568 -0.8303 0.0820
P 2.3172 -0.3104 -0.7870
C 2.5371 1.3112 -1.6181
C -0.2027 -2.7127 1.1675
C -0.6728 -2.6430 2.4647
C -0.6557 -3.7999 3.2712
C -0.1618 -5.0046 2.7420
C 0.2885 -5.0597 1.4138
C 0.2532 -3.9017 0.6056
O -1.6642 -1.6390 -4.7909
O 1.1093 -2.3423 -4.0323
H -1.8646 2.6373 -4.3226
H 2.3865 3.1563 -3.5733
H 0.3061 3.8452 -4.8575
C -3.4626 0.4716 -0.0821
C -3.1375 -1.9386 -1.6592
H 3.3996 1.2232 -2.3008
H 2.7850 2.0594 -0.8419
H -2.1640 -0.1930 -3.4463
H -3.1019 1.1684 -2.8006
C 3.5904 -0.3540 0.4961
C 2.8267 -1.4787 -2.0454
H -1.0427 -1.7013 2.8820
H -1.0186 -3.7567 4.2998
H -0.1340 -5.8985 3.3679
H 0.6677 -6.0020 1.0055
H 0.5894 -3.9488 -0.4328
H 0.6025 -3.5378 -4.0869
H 1.4587 -2.2909 -4.9152
H -0.7583 -1.6730 -4.4319
H -1.5751 -1.1133 -5.6088
H 0.2158 -4.4046 -3.9817
H -4.4052 0.6005 -0.6351
H -3.6346 -0.1105 0.8372
H -3.0363 1.4519 0.1775
H -4.2238 -1.7699 -1.6734
H -2.8020 -2.2304 -2.6653
H -2.9063 -2.7548 -0.9590
H 3.7264 -1.1145 -2.5596
H 2.9924 -2.4702 -1.6032
H 2.0398 -1.6265 -2.8274
H 4.5280 0.0775 0.1211
H 3.2494 0.2097 1.3743
H 3.7591 -1.3968 0.7932
C 1.9215 2.7011 3.2089
C 0.6863 1.8156 3.3271
C 0.5623 1.3660 4.7617
O 0.9059 0.6478 2.5351
B 0.1587 0.8322 1.3844
O -0.5576 2.0163 1.3323
C -0.5944 2.4644 2.6871
C -1.8924 1.9892 3.3396
C -0.6165 3.9723 2.6640
H 2.8094 2.1250 3.4986
H 1.8354 3.5446 3.9020
H 2.0746 3.0932 2.1940
H 1.4855 0.8623 5.0643
H 0.4292 2.2407 5.4036
H -0.2750 0.6794 4.9159
H -1.9686 2.4007 4.3534
H -2.7509 2.3688 2.7692
H -1.9845 0.8956 3.4054
H 0.2596 4.3931 2.1614
H -1.5163 4.3159 2.1428
H -0.6546 4.3480 3.6918
```

Charge = 0
Gap between HOMO and LUMO = 6.18 eV
Strongest force on any atom = 1.6 eV/Å
LUMO level = 0.2 eV
Molecular weight = 672.73 g/mol

Mulliken population analysis, charges in e, atoms 1 to 8: atom 1 (C): -0.83, atom 2 (C): 0.30, atom 3 (N): 0.42, atom 4 (C): 0.20, atom 5 (C): -0.91, atom 6 (C): -0.55, atom 7 (C): -1.21, atom 8 (P): 0.72


Record 3
Molecular formula: C31H49BrN2OP2Sr
Method: DFT, ωB97M-V with the def2-TZVPD basis set

XYZ file:
```
87
Properties=species:S:1:pos:R:3
C -1.8405 6.5792 -4.0259
C -1.9803 5.1976 -4.1660
C -2.3517 4.6950 -5.4292
C -2.1360 5.5239 -6.5462
N -1.8024 6.8128 -6.4167
C -1.7115 7.3526 -5.2008
C -1.5108 4.2816 -3.1241
C -0.5315 3.5012 -2.8929
C 0.5472 2.5907 -2.8505
C 1.3820 2.6165 -1.7004
C 2.1201 1.4782 -1.3876
C 2.1808 0.3479 -2.2639
C 1.4660 0.4394 -3.4874
C 0.7501 1.5737 -3.8253
Sr -2.3699 2.3054 -1.7639
P 3.1364 -1.1505 -1.8399
H -2.6444 3.6491 -5.5563
H -1.6687 7.0228 -3.0479
H -2.2263 5.1163 -7.5618
H -1.5000 8.4282 -5.1338
H 0.1749 1.6396 -4.7630
H 1.3544 3.4988 -1.0391
H 1.4350 -0.4205 -4.1617
H 2.5812 1.4201 -0.3829
C 2.3710 -2.2662 -0.6381
C 2.7863 -3.7412 -0.7445
H 1.2772 -2.1523 -0.7830
H 2.6014 -1.8405 0.3586
H 2.2952 -4.2937 0.0621
H 2.4536 -4.2008 -1.6846
H 3.8666 -3.8942 -0.6274
C 3.3973 -2.1125 -3.3335
C 4.0549 -1.3617 -4.4790
H 2.4375 -2.5713 -3.6358
H 4.0443 -2.9476 -3.0093
H 4.3276 -2.0724 -5.2595
H 3.3827 -0.6470 -4.9420
H 4.9490 -0.8326 -4.1593
C 4.6763 -0.5203 -1.1716
C 5.8659 -1.4453 -0.9158
H 4.3689 -0.0514 -0.2217
H 4.9745 0.2830 -1.8639
H 6.7075 -0.8290 -0.5761
H 5.6686 -2.1739 -0.1215
H 6.2083 -1.9632 -1.8180
Br -0.6290 -0.1916 -1.0651
P -2.6361 -2.4420 -3.6069
C -0.8337 -2.8493 -3.5714
C -0.5552 -4.3054 -3.9124
H -0.4944 -2.5749 -2.5630
H -0.3580 -2.1774 -4.2995
H 0.5222 -4.4605 -3.9949
H -0.9273 -4.9873 -3.1444
H -1.0080 -4.5916 -4.8658
C -3.1384 -2.4196 -1.8475
C -4.5350 -3.0035 -1.6359
H -3.0504 -1.3728 -1.5240
H -2.3765 -3.0036 -1.3115
H -4.7710 -3.0015 -0.5710
H -5.3068 -2.4380 -2.1621
H -4.5802 -4.0357 -1.9892
C -2.6553 -0.7410 -4.2764
C -3.0167 -0.7915 -5.7610
H -1.6571 -0.3294 -4.0914
H -3.4075 -0.1907 -3.6896
H -3.2766 0.2068 -6.1172
H -2.1838 -1.1648 -6.3630
H -3.8705 -1.4534 -5.9445
O -1.6558 2.8093 0.4285
C -0.9967 2.4120 1.4448
C 0.4871 2.6756 1.5926
C 0.9148 3.3406 2.9106
C 0.9140 2.4307 4.1344
C -0.4289 1.9003 4.6060
C -1.1902 1.0390 3.5974
N -1.6797 1.7351 2.3855
H 1.0111 1.7110 1.4474
H 0.7738 3.3010 0.7331
H 1.9357 3.7110 2.7621
H 0.2681 4.2088 3.0693
H 1.6379 1.6156 4.0122
H 1.3015 3.0499 4.9500
H -0.2466 1.2617 5.4866
H -1.0745 2.7281 4.9466
H -0.5780 0.1703 3.2855
H -2.1004 0.6604 4.0874
H -2.6104 1.4509 2.0542
```

Charge = +2
Gap between HOMO and LUMO = 4.83 eV
Strongest force on any atom = 5.5 eV/Å
LUMO level = -7.1 eV
Molecular weight = 695.22 g/mol

Mulliken population analysis, charges in e, atoms 1 to 8: atom 1 (C): -0.44, atom 2 (C): 0.04, atom 3 (C): -0.29, atom 4 (C): -0.39, atom 5 (N): -0.51, atom 6 (C): -0.28, atom 7 (C): -0.07, atom 8 (C): -0.15